Below is 2 unconnected molecules or ions with the total composition C3H10N2O3, with properties calculated with wB97M-V/def2-TZVPD.

The geometry in XYZ format:
```
18
Properties=species:S:1:pos:R:3:lowdin_charge:R:1
N 1.41 0.86 -1.20 0.1608
C 1.92 -0.36 -0.79 -0.6052
O 3.09 -0.66 -0.93 0.0417
N 1.00 -1.32 -0.40 0.0512
C -0.39 -1.19 -0.75 -0.1775
C -1.22 -0.40 0.29 -0.2414
O -2.48 -0.98 0.62 -0.0713
H 0.68 1.31 -0.67 0.0780
H 2.15 1.51 -1.41 0.1037
H 1.38 -2.07 0.14 0.1363
H -0.76 -2.21 -0.94 0.1258
H -0.54 -0.66 -1.70 0.1173
H -0.67 -0.28 1.23 0.1069
H -1.48 0.62 -0.05 0.1031
H -2.88 -1.40 -0.13 0.0623
O -0.02 2.41 2.26 -0.0564
H -0.64 1.82 2.70 0.0290
H -0.54 3.01 1.73 0.0357
```

For the gap between HOMO and LUMO, the calculation gives 9.85 eV. The relative energy (zero: lowest compared OMol25 entry of this formula, charge and spin) is 72.4 kJ/mol. Its structure (SMILES) is NC(=O)NCCO.O.